No. 1
ORCA calculation (wB97M-V/def2-TZVPD) on a structure of composition C40H44N10O7P2Sn in a non-equilibrium geometry.

The net charge is -2. The value obtained for the frontier orbital gap is 5.687 eV. Its relative energy (zero: lowest compared OMol25 entry of this formula, charge and spin) is 0.109 eV.

XYZ file:
```
104
Properties=species:S:1:pos:R:3:mulliken_charge:R:1
Sn 0.20870 -0.00084 -0.69005 1.682
C 6.43530 1.57400 -0.05717 -1.759
C 5.19474 1.05090 0.61594 0.909
C 4.43686 1.84878 1.46632 -1.013
C 3.23189 1.40441 1.97369 0.214
C 2.72925 0.12955 1.68479 -0.561
N 1.45239 -0.29063 2.04061 0.915
C 1.03158 -0.23765 3.29172 0.048
C 1.81235 0.15700 4.43664 -1.097
C 1.26905 0.36322 5.68406 -0.886
C -0.08868 0.15145 5.95689 0.290
C -0.70676 0.48244 7.29404 -1.642
C -0.82271 -0.42167 4.93115 0.331
C -0.28943 -0.67649 3.67533 -0.404
N -1.04780 -1.57325 2.84852 -0.283
C -1.66027 -2.69179 3.31348 0.095
C -2.19250 -3.35509 2.23119 -1.974
C -1.82866 -2.56078 1.13194 -0.728
N -1.14623 -1.48643 1.51445 1.457
C 3.51617 -0.67431 0.84780 -0.023
C 4.71405 -0.21049 0.31979 -0.129
N 3.07856 -1.97638 0.43256 0.755
C 3.16586 -2.45567 -0.83391 -0.205
C 2.64273 -3.72513 -0.81983 -0.968
C 2.26279 -3.92784 0.52541 -0.533
N 2.52943 -2.87424 1.27923 -0.945
H 6.83708 2.43611 0.47789 0.408
H 6.18500 1.89202 -1.07334 0.244
H 7.21268 0.80815 -0.11847 0.415
H 4.76235 2.86219 1.67368 0.143
H 2.60656 2.07399 2.55041 0.462
H 2.87340 0.30486 4.29115 0.468
H 1.91866 0.69669 6.49027 0.281
H 0.02144 0.98603 7.93359 0.351
H -1.05332 -0.40937 7.82967 0.307
H -1.56663 1.15177 7.19071 0.323
H -1.85801 -0.70669 5.11315 0.297
H -1.62332 -2.95161 4.35793 0.573
H -2.73948 -4.28402 2.23578 0.876
H -2.03647 -2.71453 0.08243 0.322
H 5.26512 -0.83968 -0.37180 0.389
H 3.53014 -1.83894 -1.64081 0.621
H 2.53370 -4.39501 -1.65724 0.565
H 1.80355 -4.79638 0.97499 0.412
C -1.71742 3.31025 0.35341 -0.775
N -1.13318 2.30945 1.23350 0.584
C -1.94172 1.49224 2.08929 0.271
C -2.91805 0.50920 1.50243 0.583
N -3.63315 0.64756 0.42660 -0.547
C -4.39710 -0.50857 0.34780 0.232
C -5.30231 -0.91454 -0.62880 -0.604
C -5.91598 -2.14728 -0.47713 -0.578
C -5.64388 -2.96652 0.62830 -0.706
C -4.74688 -2.57698 1.61070 -0.694
C -4.13162 -1.34239 1.44598 0.560
N -3.20319 -0.64858 2.19160 0.014
C -1.55112 3.06660 -1.11840 0.299
N -1.69916 1.96845 -1.80113 -0.143
C -1.43765 2.32492 -3.11674 0.234
C -1.46844 1.53529 -4.26226 -0.929
C -1.17418 2.13734 -5.47198 -0.517
C -0.86701 3.50453 -5.54463 -0.484
C -0.86125 4.30487 -4.41425 -0.921
C -1.15821 3.68901 -3.20699 0.367
N -1.28255 4.15677 -1.91289 -0.059
H -1.21658 4.26621 0.54267 0.395
H -2.77965 3.45258 0.56768 0.350
H -0.41609 1.78428 0.74844 -1.135
H -2.52265 2.14264 2.75399 0.472
H -1.25044 0.93666 2.72993 -0.650
H -5.49088 -0.28130 -1.48764 0.457
H -6.60791 -2.49760 -1.23393 0.365
H -6.13680 -3.92823 0.70882 0.379
H -4.52132 -3.21780 2.45433 0.563
H -2.64536 -1.03160 2.93687 0.152
H -1.71421 0.48508 -4.17255 0.702
H -1.16136 1.54577 -6.37991 0.379
H -0.61945 3.93779 -6.50627 0.327
H -0.60823 5.35529 -4.46861 0.385
H -0.78828 4.96685 -1.57674 0.428
O 1.71287 4.91255 -2.22785 -0.637
P 2.20199 3.51690 -1.48219 0.394
O 3.59568 3.73543 -1.02867 -0.809
O 1.08624 3.09340 -0.58717 -0.157
O 2.18325 2.53074 -2.80780 0.315
P 2.75556 1.00606 -2.88616 0.076
O 2.02527 0.54524 -4.26569 -0.637
O 4.21317 0.91997 -3.06826 -0.823
O 2.10715 0.18717 -1.77339 -0.664
H 2.53876 5.33701 -2.49031 0.249
H 1.07970 0.44022 -4.09649 0.128
C -0.64755 -2.02915 -4.45318 -1.592
C 0.01497 -2.57670 -3.18973 1.238
C -0.30390 -4.06995 -3.05405 -1.857
C -0.40963 -1.82600 -1.92739 -0.963
H -0.52978 -2.72011 -5.29349 0.512
H -0.20764 -1.07654 -4.75260 0.198
H -1.71936 -1.87901 -4.28388 0.298
H 1.09990 -2.47922 -3.30623 0.021
H -1.38270 -4.21113 -2.92078 0.336
H 0.20087 -4.49151 -2.18110 0.356
H 0.00917 -4.63472 -3.94052 0.417
H -0.05479 -2.45059 -1.08388 0.193
H -1.50705 -1.84689 -1.82524 0.645
```

***

No. 2
ORCA calculation (wB97M-V/def2-TZVPD) on the ion C40H44O3P with charge +1 in a non-equilibrium geometry.

The net charge is +1. The value obtained for the frontier orbital gap is 5.046 eV.

XYZ file:
```
88
Properties=species:S:1:pos:R:3:mulliken_charge:R:1
C -4.40714 2.54711 4.10638 -1.523
C -3.57597 1.56687 3.33794 0.416
C -2.87385 0.56078 4.00345 -0.921
C -2.13879 -0.40484 3.32352 1.405
C -1.44227 -1.43484 4.17755 -1.462
C -2.06425 -0.37995 1.91026 -0.324
C -1.48808 -1.52069 1.07887 2.589
C -2.24084 -2.83257 1.26783 -1.998
C 0.02084 -1.82297 1.22651 -1.688
C 0.93303 -0.91571 0.42790 1.737
C 2.06480 -0.35518 1.29302 -0.268
C 2.34323 1.02891 1.34408 1.347
C 1.45753 2.04677 0.66984 -1.149
C 3.48410 1.53517 1.99123 -1.092
C 4.30627 0.74294 2.78157 0.312
C 5.58553 1.25399 3.37688 -1.589
C 3.85577 -0.56216 2.98820 -1.077
C 2.77956 -1.11636 2.27455 1.823
C 2.49289 -2.55423 2.62322 -1.874
C -2.75908 0.65926 1.23234 1.196
C -2.76250 0.76527 -0.27028 -0.918
C -3.49002 1.61181 1.94929 -1.143
H -4.85172 3.28906 3.43428 0.362
H -5.22547 2.04990 4.64891 0.329
H -3.80884 3.08030 4.85874 0.343
H -2.91376 0.52809 5.09656 0.416
H -1.57375 -2.46216 3.83154 0.166
H -0.36562 -1.23487 4.26712 0.170
H -1.85062 -1.38593 5.19339 0.490
H -1.59995 -1.20849 0.05049 -1.484
H -3.31314 -2.64826 1.13835 0.436
H -1.92450 -3.56963 0.52120 0.527
H -2.08452 -3.25728 2.26170 0.318
H 0.29248 -1.54684 2.23048 -0.150
H 0.20013 -2.90551 1.10764 0.501
H 0.38848 -0.09399 -0.00113 -0.607
H 1.92048 3.03489 0.77177 0.494
H 1.38314 1.82989 -0.39576 0.098
H 0.44929 2.10421 1.10171 0.220
H 3.75164 2.57471 1.83748 0.407
H 6.13432 0.46125 3.90305 0.384
H 6.26913 1.65714 2.61263 0.340
H 5.43084 2.06715 4.10140 0.372
H 4.42338 -1.20453 3.65671 0.390
H 3.41933 -3.01043 2.99685 0.609
H 1.75554 -2.66936 3.43582 0.216
H 2.17377 -3.11696 1.75145 0.224
H -3.26350 1.69029 -0.56999 0.483
H -1.74703 0.80883 -0.69254 -0.103
H -3.30616 -0.05907 -0.75624 0.212
H -4.01118 2.39870 1.40339 0.326
C 6.40497 -1.31526 -2.31134 -0.675
C 6.17502 -0.79784 -1.03013 -0.608
C 4.96354 -1.04642 -0.42450 -0.046
C 4.01857 -1.72984 -1.17338 0.822
O 2.79143 -1.85336 -0.64079 -0.115
P 1.19830 -1.43871 -1.19700 0.062
O -0.29653 -2.24142 -1.34670 -0.279
C -1.14524 -2.46156 -2.40868 1.010
C -2.51708 -2.44128 -2.15611 -0.172
C -3.40005 -2.44521 -3.23040 -0.750
C -2.90711 -2.58686 -4.53188 -0.681
C -1.52945 -2.71863 -4.75058 -0.680
C -0.62170 -2.64566 -3.68111 -0.459
O 0.87131 0.05268 -1.93179 0.659
C 1.09551 0.80124 -3.06732 0.953
C 0.28795 1.93188 -3.24671 -0.425
C 0.62841 2.84447 -4.24215 -0.615
C 1.74522 2.60950 -5.05110 -0.650
C 2.50172 1.43818 -4.88499 -0.700
C 2.16218 0.50289 -3.90937 -0.667
C 4.17866 -2.24760 -2.44592 -0.717
C 5.43830 -2.04752 -3.00420 -0.621
H 7.38065 -1.14005 -2.76808 0.397
H 6.89260 -0.21564 -0.47348 0.475
H 4.67594 -0.70056 0.56451 0.215
H -2.85483 -2.39869 -1.12200 0.435
H -4.45802 -2.34549 -3.02054 0.454
H -3.60871 -2.59875 -5.36567 0.399
H -1.17194 -2.87809 -5.77464 0.410
H 0.45414 -2.74539 -3.83873 0.394
H -0.55179 2.07643 -2.57024 0.406
H 0.01226 3.73077 -4.36624 0.427
H 2.01670 3.33966 -5.81024 0.407
H 3.36867 1.27342 -5.53842 0.402
H 2.72802 -0.42349 -3.77435 0.241
H 3.35672 -2.78377 -2.92864 0.571
H 5.66351 -2.46482 -3.98846 0.429
```

***

Question: The lowest net charge belongs to which entry?
Answer: C40H44N10O7P2Sn

***

Question: frontier orbital gap of number 1 (C40H44N10O7P2Sn)?
Answer: 5.687 eV

***

Question: The lowest frontier orbital gap belongs to which entry?
Answer: C40H44O3P

***

Question: Which of these has the highest frontier orbital gap?
Answer: C40H44N10O7P2Sn